This record from OMol25 describes a 11-piece molecular cluster, C15H53FN22O15PS overall. The level of theory is ωB97M-V with the def2-TZVPD basis set.

## Properties
Charge: +1
HOMO-LUMO gap in eV: 7.06
Largest force on an atom in eV Å⁻¹: 11.5
HOMO in Eh: -0.3930
Electronic energy in Eh: -3776.03621

XYZ file:
```
108
Properties=species:S:1:pos:R:3:forces:R:3
C 3.7110 1.4730 -1.9409 0.5 0.3 2.5
S 3.5766 0.4929 -3.5309 8.1 6.0 -5.6
O 3.2902 1.5144 -4.6830 -0.8 -4.2 4.4
O 5.0173 -0.0760 -3.8253 -6.0 0.6 2.2
N 2.4700 -0.8561 -3.4824 -1.3 -2.0 -0.1
C 1.8748 -1.1547 -2.1248 -1.1 -1.5 3.1
C 0.4541 -0.4028 -1.8043 -0.9 -0.9 1.1
N 0.1311 0.7733 -2.6985 -2.0 -0.8 -1.2
P -1.6450 1.0605 -2.4645 -3.3 2.2 4.3
O -2.0177 1.4348 -0.9710 1.8 -1.7 -5.2
O -2.1852 2.4081 -3.4883 3.2 -3.1 0.7
O -2.6341 -0.3012 -2.9177 2.7 1.4 0.9
C 0.2913 0.4611 -4.1694 0.1 -0.4 -2.1
C 1.3559 -0.7444 -4.5059 -2.4 0.4 -2.3
F 0.6429 -2.0448 -4.5118 2.1 2.9 0.3
H 2.8127 2.1875 -1.7136 1.4 -1.8 -0.8
H 4.6929 2.1461 -2.0279 -2.1 -1.7 -0.7
H 3.9263 0.7487 -1.0203 -0.8 1.4 -2.0
H 3.0357 -1.7158 -3.7535 -0.3 1.2 0.3
H 2.6346 -0.9969 -1.2196 -1.5 -0.1 -2.1
H 1.6456 -2.3266 -2.1164 0.6 2.6 0.1
H -0.4009 -1.2224 -1.9108 2.0 1.4 0.1
H 0.3590 -0.0027 -0.6856 0.8 -0.9 -2.5
H -1.3820 2.7706 -3.9886 -1.5 -0.6 0.9
H -2.5500 -1.0630 -2.2429 -0.3 1.8 -1.2
H -0.7442 0.1398 -4.6646 2.3 0.2 0.9
H 0.6470 1.4042 -4.8093 -0.5 -2.0 1.7
H 1.7974 -0.5505 -5.5968 -0.8 -0.7 2.6
C 1.2216 -4.7560 -0.4079 -0.2 -0.7 0.3
O 1.5890 -3.6233 -0.6768 0.2 0.8 -0.3
N 1.0793 -5.1938 0.8561 0.1 0.3 1.0
N 0.9260 -5.6681 -1.3516 -0.1 -0.3 -1.2
H 0.7778 -6.1228 1.0974 0.0 0.2 -0.1
H 1.2916 -4.5385 1.5971 -0.1 -0.3 -0.2
H 1.0200 -5.3793 -2.3165 -0.1 -0.2 0.4
H 0.6219 -6.6056 -1.1498 0.0 0.2 0.0
C -4.7711 -1.4897 0.5130 -1.2 0.0 0.6
O -5.0943 -2.5607 1.0017 0.3 -0.4 0.0
N -5.5741 -0.4105 0.5299 -0.3 0.1 0.3
N -3.5828 -1.2925 -0.0862 2.0 -0.4 -1.1
H -5.3255 0.4798 0.1329 -0.1 -0.2 0.1
H -6.4781 -0.5161 0.9716 0.2 0.2 -0.3
H -2.9483 -2.0796 -0.1205 -0.3 0.3 0.2
H -3.2987 -0.4180 -0.4942 0.0 0.3 0.4
C 1.7082 -0.2045 2.0603 -0.7 0.0 1.0
O 2.3842 -0.1122 1.0479 0.9 0.1 -1.6
N 0.5200 -0.8346 2.0867 -0.4 -0.6 -0.9
N 2.0910 0.3157 3.2405 0.8 0.3 0.3
H -0.0509 -0.9210 2.9105 -0.4 0.0 0.3
H 0.1947 -1.2406 1.2190 0.1 0.1 0.4
H 2.9796 0.7986 3.2643 -0.1 0.1 0.1
H 1.5481 0.2499 4.0849 -0.1 0.0 0.0
C -1.9539 -2.0583 4.7776 -0.4 -0.5 0.6
O -1.4246 -1.1669 4.1329 0.4 0.7 -0.6
N -2.7093 -3.0161 4.2106 -0.2 -0.6 -1.0
N -1.8292 -2.1626 6.1131 0.5 0.4 0.9
H -3.1532 -3.7582 4.7248 0.0 0.2 -0.1
H -2.8287 -2.9744 3.2068 -0.2 0.0 0.4
H -1.2687 -1.4614 6.5794 -0.1 -0.2 -0.1
H -2.2575 -2.8894 6.6613 0.0 0.2 -0.2
C -5.0151 1.4304 4.3178 -0.1 -0.8 0.3
O -5.3383 0.3593 4.8065 0.0 0.0 0.0
N -5.8181 2.5095 4.3347 -1.2 1.0 0.3
N -3.8268 1.6275 3.7186 1.3 -0.2 -0.6
H -5.5696 3.3998 3.9377 0.0 -0.2 0.1
H -6.7222 2.4040 4.7764 0.4 0.1 -0.2
H -3.1923 0.8404 3.6842 -0.1 0.2 0.0
H -3.5427 2.5021 3.3106 -0.1 -0.2 0.1
C -8.7469 0.2219 -0.9059 0.1 0.0 0.5
O -8.0971 0.3733 0.1164 -0.2 0.2 0.1
N -10.0547 -0.0930 -0.8967 -1.2 -0.3 0.5
N -8.2133 0.3563 -2.1336 1.0 0.3 -1.1
H -10.6065 -0.2217 -1.7280 0.1 0.0 0.2
H -10.4954 -0.2035 0.0073 0.1 0.0 -0.4
H -7.2312 0.5930 -2.1854 -0.4 -0.1 0.0
H -8.7322 0.2356 -2.9870 0.1 0.0 0.2
C 7.4895 -0.0185 -6.8555 -0.4 0.5 -0.5
O 6.7720 0.7585 -7.4654 -0.1 0.0 0.0
N 7.1352 -0.5645 -5.6783 -0.8 -0.4 1.1
N 8.6988 -0.3984 -7.3061 1.2 -0.1 -0.9
H 7.7123 -1.2063 -5.1613 -0.1 0.1 -0.1
H 6.2320 -0.3050 -5.3034 0.5 -0.1 -0.1
H 9.0039 -0.0104 -8.1891 -0.1 -0.2 0.3
H 9.3039 -1.0371 -6.8182 -0.1 0.1 -0.1
C 6.0962 1.6374 3.5890 -0.5 0.2 0.1
O 4.9224 1.9730 3.5903 -0.3 -0.1 0.0
N 6.7204 1.1786 2.4893 0.2 -0.5 -1.4
N 6.8707 1.6962 4.6875 0.3 0.2 1.3
H 7.6861 0.8975 2.4686 -0.2 0.1 0.0
H 6.1732 1.1185 1.6405 0.2 0.0 0.4
H 6.4396 2.0360 5.5372 0.2 -0.1 -0.3
H 7.8391 1.4243 4.7061 -0.2 0.1 0.0
C 2.7962 -1.2061 6.6282 -0.4 0.1 0.0
O 1.6224 -0.8705 6.6294 -0.3 0.1 -0.1
N 3.4204 -1.6649 5.5284 0.2 -0.5 -1.3
N 3.5707 -1.1473 7.7266 0.4 0.2 1.4
H 4.3861 -1.9460 5.5077 -0.2 0.1 0.0
H 2.8732 -1.7250 4.6796 0.3 0.1 0.3
H 3.1396 -0.8075 8.5763 0.2 -0.1 -0.3
H 4.5391 -1.4192 7.7452 -0.2 0.0 0.0
C -3.1509 6.8956 -3.6982 0.3 1.1 -0.1
O -2.7834 8.0283 -3.9671 0.0 -0.2 0.0
N -3.2932 6.4578 -2.4342 0.0 -0.1 1.5
N -3.4464 5.9835 -4.6419 -0.1 -0.9 -1.5
H -3.5946 5.5288 -2.1929 0.0 0.2 0.0
H -3.0808 7.1131 -1.6932 -0.1 -0.3 -0.3
H -3.3525 6.2723 -5.6068 -0.1 -0.1 0.4
H -3.7505 5.0460 -4.4401 0.0 0.2 0.0
```
Forces are in eV/Å.

Atomic partial charges in e from the Mulliken method, atoms 1 to 99:
1 C -0.86
2 S 1.26
3 O -0.60
4 O -0.74
5 N 0.12
6 C -1.11
7 C -0.29
8 N 0.12
9 P 0.92
10 O -0.67
11 O -0.57
12 O -0.46
13 C -0.66
14 C -0.07
15 F -0.31
16 H 0.33
17 H 0.44
18 H 0.29
19 H 0.57
20 H 0.08
21 H 0.51
22 H 0.20
23 H 0.30
24 H 0.37
25 H 0.34
26 H 0.42
27 H 0.37
28 H 0.40
29 C 0.62
30 O -0.60
31 N -0.42
32 N -0.38
33 H 0.16
34 H 0.22
35 H 0.19
36 H 0.17
37 C 0.51
38 O -0.71
39 N -0.25
40 N -0.22
41 H 0.12
42 H 0.20
43 H 0.14
44 H 0.21
45 C 0.58
46 O -0.67
47 N 0.02
48 N -0.24
49 H 0.31
50 H 0.07
51 H 0.17
52 H 0.09
53 C 0.77
54 O -0.84
55 N -0.39
56 N -0.41
57 H 0.15
58 H 0.18
59 H 0.24
60 H 0.16
61 C 0.74
62 O -0.66
63 N -0.43
64 N -0.31
65 H 0.15
66 H 0.23
67 H 0.11
68 H 0.15
69 C 0.69
70 O -0.68
71 N -0.42
72 N -0.36
73 H 0.16
74 H 0.23
75 H 0.19
76 H 0.17
77 C 0.67
78 O -0.65
79 N -0.28
80 N -0.39
81 H 0.15
82 H 0.26
83 H 0.24
84 H 0.16
85 C 0.68
86 O -0.69
87 N -0.36
88 N -0.41
89 H 0.16
90 H 0.20
91 H 0.23
92 H 0.16
93 C 0.69
94 O -0.65
95 N -0.34
96 N -0.42
97 H 0.17
98 H 0.18
99 H 0.23